1.
DFT (the ωB97M-V functional and the def2-TZVPD basis) results for an isolated molecule of C5H8O at a distorted geometry.

## Properties
SMILES = O[C@@H]1C=CCC1
HOMO energy = -8.69 eV
2S+1 = 1

Last column: Mulliken charge in e.
Positions of all 14 atoms, in Å:
O1 1.22172 -1.08645 1.14294  -0.521
C1 0.85338 -0.77932 -0.16381  -0.356
C2 1.12577 1.03785 -0.22693  -0.636
C3 -0.08278 1.47143 0.08010  -0.266
C4 -1.19883 0.43830 0.13748  -0.652
C5 -0.60255 -0.79976 -0.52041  -0.442
H1 0.98304 -0.31617 1.67472  0.449
H2 1.46844 -1.44017 -0.81277  0.432
H3 1.87607 0.39561 -0.61108  0.512
H4 -0.31918 2.51047 0.31480  0.334
H5 -2.09891 0.78980 -0.37470  0.343
H6 -1.48107 0.23399 1.17730  0.266
H7 -0.67514 -0.72151 -1.61280  0.256
H8 -1.06995 -1.73407 -0.20485  0.281


2.
DFT (the ωB97M-V functional and the def2-TZVPD basis) results for a structure of composition C40H41N4PRb.

## Properties
HOMO energy = -2.44 eV
Total charge = -1
2S+1 = 1

Last column: Mulliken charge in e.
Positions of all 87 atoms, in Å:
Rb1 0.21275 -0.26860 1.63321  0.825
C1 1.92881 -3.30063 1.73386  -1.108
N1 0.78836 -3.02448 2.62843  0.794
C2 1.21623 -3.04541 4.01432  -1.179
C3 2.12967 -1.91699 4.45601  0.553
C4 2.85002 -2.06302 5.64154  -0.937
C5 3.58015 -0.99034 6.11649  -0.341
C6 3.57586 0.19814 5.40219  -0.726
C7 2.84912 0.24516 4.22379  -0.329
N2 2.15868 -0.79054 3.75608  0.278
C8 -0.30984 -3.96338 2.40727  -1.516
C9 -1.41498 -3.46771 1.49808  0.993
C10 -1.90414 -4.26499 0.46647  -0.618
C11 -2.97284 -3.80801 -0.28157  -0.473
C12 -3.50997 -2.56064 0.00099  -0.490
C13 -2.94268 -1.82873 1.03060  -0.242
N3 -1.93076 -2.27222 1.77461  -0.516
C14 1.62103 -3.15236 0.25374  0.820
C15 1.41015 -4.29808 -0.52687  -1.015
C16 1.55933 -4.10215 -1.93539  -0.821
C17 1.55806 -2.85819 -2.46511  -0.856
C18 1.17971 -1.71542 -1.55628  0.940
N4 1.67063 -1.91482 -0.19072  -0.526
H1 2.30676 -4.31642 1.94214  0.238
H2 2.71102 -2.58081 1.97181  0.418
H3 1.70589 -4.00012 4.28161  0.388
H4 0.32315 -2.97233 4.64049  0.456
H5 2.82007 -3.00378 6.17759  0.397
H6 4.14193 -1.07578 7.03873  0.388
H7 4.11420 1.07167 5.74253  0.381
H8 2.79591 1.15393 3.63451  0.323
H9 -0.78438 -4.17541 3.36844  0.656
H10 0.06238 -4.91904 2.01832  0.299
H11 -1.41126 -5.20078 0.24183  0.326
H12 -3.36526 -4.40256 -1.09773  0.388
H13 -4.32860 -2.14772 -0.57392  0.403
H14 -3.30607 -0.83438 1.27073  0.458
H15 1.52004 -5.28069 -0.08303  0.406
H16 1.77199 -4.95766 -2.57279  0.376
H17 1.81620 -2.68233 -3.50433  0.364
H18 1.62305 -0.78732 -1.92815  -0.043
C19 -0.70192 4.45270 -3.00224  -1.464
C20 -1.87019 4.16364 -2.09486  1.386
C21 -2.88420 5.11737 -2.01023  -0.793
C22 -3.96661 4.96179 -1.15739  -0.670
C23 -4.04790 3.83945 -0.35019  -0.734
C24 -3.04461 2.88524 -0.41859  -1.404
C25 -1.96823 3.01109 -1.29800  0.545
P1 -0.79747 1.60163 -1.19919  1.093
C26 0.85676 2.28278 -1.58184  0.910
C27 1.58738 1.84758 -2.68570  -0.405
C28 2.88245 2.28989 -2.90873  -0.839
C29 3.45722 3.18973 -2.02535  -0.772
C30 2.73283 3.63483 -0.92956  -0.736
C31 1.43404 3.19593 -0.67864  0.435
C32 0.69346 3.71571 0.52030  -1.160
C33 -1.21165 0.59153 -2.68717  0.491
C34 -1.81301 1.15858 -3.81436  -0.480
C35 -2.12575 0.39827 -4.92924  -0.944
C36 -1.84198 -0.95992 -4.92903  -0.902
C37 -1.27761 -1.54439 -3.80838  -0.754
C38 -0.96141 -0.79424 -2.67181  -0.183
C39 -0.36137 -1.50734 -1.49528  1.215
H19 -0.96956 5.22677 -3.72258  0.481
H20 -0.35391 3.57793 -3.54772  0.229
H21 0.15526 4.81131 -2.42454  0.231
H22 -2.81388 6.00640 -2.62891  0.397
H23 -4.73458 5.72528 -1.11463  0.373
H24 -4.86923 3.71196 0.34452  0.406
H25 -3.07736 2.02610 0.24215  0.524
H26 1.13805 1.15030 -3.38328  0.425
H27 3.43563 1.92589 -3.76630  0.432
H28 4.46988 3.54279 -2.18246  0.373
H29 3.18260 4.33750 -0.23570  0.395
H30 1.34922 4.34023 1.12797  0.474
H31 0.30434 2.92723 1.18297  0.080
H32 -0.16631 4.32718 0.22849  0.154
H33 -2.06102 2.20956 -3.81129  0.264
H34 -2.59168 0.86405 -5.78970  0.419
H35 -2.07550 -1.56866 -5.79484  0.378
H36 -1.07069 -2.60891 -3.79105  0.536
H37 -0.58228 -0.94296 -0.59107  -0.976
H38 -0.82504 -2.48938 -1.38867  0.047
C40 -0.50424 2.20434 3.40681  -1.328
H39 0.29369 2.86873 3.79339  0.216
H40 -0.91658 1.68744 4.29486  0.275
H41 -1.30739 2.88194 3.05655  0.229


3.
DFT (the ωB97M-V functional and the def2-TZVPD basis) results for a structure of composition C37H23BCsF4I2N14O at a distorted geometry.

## Properties
Expectation value of S² = 0.788
HOMO energy (alpha / beta) = -8.46 / -8.53 eV
2S+1 = 2

Last column: Mulliken spin population.
Positions of all 83 atoms, in Å:
Cs1 -1.11159 -0.25275 0.45681  0.007
C1 2.08885 3.78492 0.13820  0.010
C2 1.56921 2.53842 -0.23587  0.000
N1 1.02664 1.90728 0.79697  -0.002
N2 1.18235 2.73043 1.85686  0.007
C3 1.82051 3.85839 1.48920  0.000
B1 0.84445 2.17371 3.28292  -0.008
N3 1.60017 0.82565 3.37457  0.001
C4 2.95098 0.76499 3.32167  0.000
C5 3.32378 -0.55558 3.27698  0.000
C6 2.09892 -1.24478 3.29552  0.000
N4 1.06792 -0.41352 3.34175  0.000
N5 -0.67596 2.04791 3.54382  0.002
C7 -1.45489 2.87434 4.28233  0.002
C8 -2.74922 2.40167 4.23779  0.000
C9 -2.65805 1.25026 3.44129  0.000
N6 -1.41736 1.05204 3.02843  0.000
N7 1.41735 3.10720 4.36379  -0.002
C10 1.85903 2.72593 5.58487  0.000
C11 2.02118 3.85466 6.35247  0.000
C12 1.62619 4.90205 5.50234  0.000
N8 1.25312 4.45072 4.31593  0.002
H1 2.59071 4.51520 -0.47350  -0.003
H2 1.57975 2.06984 -1.21166  0.003
H3 2.02288 4.63071 2.21020  0.001
H4 3.54542 1.66427 3.32051  0.000
H5 4.32097 -0.95930 3.24757  0.000
H6 1.92193 -2.31023 3.29039  0.000
H7 -1.03910 3.73110 4.78299  0.000
H8 -3.61508 2.81396 4.72633  0.000
H9 -3.43672 0.54687 3.15772  0.000
H10 2.02259 1.68737 5.81582  0.000
H11 2.37317 3.91246 7.36748  0.000
H12 1.60019 5.96207 5.70267  0.000
I1 1.06878 6.00761 -4.28858  0.040
C13 -0.00135 4.66518 -3.13010  0.279
C14 -0.45128 5.06408 -1.87351  -0.075
C15 -1.13696 4.16598 -1.09082  0.172
I2 -1.74586 4.60924 0.82125  0.056
C16 -1.39389 2.81395 -1.56442  0.133
O1 -1.97672 1.98017 -0.85856  0.293
C17 -0.91606 2.45117 -2.89709  0.077
C18 -1.24302 1.06044 -3.37170  0.030
N9 -0.43586 -0.01455 -2.77411  0.015
C19 0.72020 -0.41959 -3.54361  -0.002
C20 1.52310 -1.48219 -2.82114  0.001
C21 2.66313 -2.00884 -3.42754  0.001
C22 3.44357 -2.90813 -2.72420  0.000
C23 3.06389 -3.26589 -1.43699  0.000
C24 1.90685 -2.70808 -0.92319  0.000
N10 1.14184 -1.84297 -1.59620  0.000
C25 -0.23868 3.36940 -3.64110  -0.045
H13 -0.23968 6.05892 -1.50837  0.002
H14 -1.15326 1.00085 -4.45694  0.005
H15 -2.29090 0.86865 -3.14100  0.008
H16 -0.09726 0.24356 -1.85623  -0.008
H17 1.41033 0.41256 -3.75741  0.003
H18 0.39161 -0.79520 -4.51981  -0.001
H19 2.94317 -1.69024 -4.42511  0.000
H20 4.34642 -3.31447 -3.16552  0.000
H21 3.65177 -3.95447 -0.84683  0.000
H22 1.57412 -2.95600 0.07879  0.000
H23 0.11227 3.11935 -4.63458  -0.001
F1 -0.63398 -4.48842 -1.37004  0.000
C26 -0.15126 -4.45589 -2.60468  -0.002
C27 0.86978 -5.25709 -2.92565  0.002
F2 1.36554 -6.06808 -2.00160  0.000
C28 1.46974 -5.27555 -4.24793  -0.002
C29 0.78256 -4.44457 -5.22082  0.002
C30 -0.24053 -3.64434 -4.89836  -0.003
F3 -0.78530 -2.88835 -5.84312  0.000
C31 -0.77083 -3.54758 -3.54937  0.002
C32 -1.74714 -2.68034 -3.19218  0.003
C33 -2.30157 -2.58275 -1.87085  -0.001
N11 -2.86988 -2.49957 -0.86233  0.000
C34 -2.40782 -1.80506 -4.11818  -0.001
N12 -2.95497 -1.07957 -4.81994  0.000
F4 1.21682 -4.46188 -6.47393  0.000
C35 2.59635 -5.97375 -4.53852  0.001
C36 3.22033 -5.98389 -5.83030  0.000
N13 3.78318 -6.03932 -6.82974  0.000
C37 3.33312 -6.73094 -3.56778  0.000
N14 3.96696 -7.36397 -2.84912  0.000


E in eV, matching the order above: -7358.3784; -58049.3304; -89944.7447
Energy above the lowest of the compared OMol25 structures with the same formula, charge and spin in kJ/mol, matching the order above: 374.1; 128.4; 0.0